Arrangement one

This record from the Open Molecules 2025 dataset describes a single C6H12O3 molecule. The level of theory is the ωB97M-V functional and the def2-TZVPD basis.

Each line ends with the Löwdin charge.
Atoms and positions in Å:
C: 0.931 -1.806 -1.232  -0.080
C: 0.408 -1.514 0.159  -0.153
C: -0.237 -0.100 0.526  -0.472
O: -0.726 -0.049 1.839  0.035
C: -1.136 0.566 -0.515  -0.160
C: -1.356 2.040 -0.179  -0.074
C: 1.205 0.468 0.484  -0.501
O: 1.653 1.097 -0.460  0.084
O: 1.791 0.492 1.696  0.124
H: 1.690 -2.592 -1.176  0.082
H: 0.147 -2.148 -1.902  0.077
H: 1.386 -0.923 -1.664  0.065
H: -0.703 -1.822 0.205  0.136
H: 0.914 -1.959 1.014  0.125
H: -1.549 -0.549 1.869  0.111
H: -2.089 0.028 -0.541  0.121
H: -0.665 0.483 -1.493  0.118
H: -0.415 2.585 -0.242  0.077
H: -2.065 2.482 -0.876  0.074
H: -1.749 2.149 0.831  0.076
H: 2.565 1.073 1.658  0.135

Output
HOMO energy ... -9.33 eV
SMILES string ... CCC(O)(CC)C(=O)O
2S+1 ... 1
Total charge ... 0
LUMO energy ... 0.8 eV
Gap between HOMO and LUMO ... 10.2 eV


Arrangement two

This record from the Open Molecules 2025 dataset describes a molecular structure, C6H12O3. The level of theory is the ωB97M-V functional and the def2-TZVPD basis.

Each line ends with the Löwdin charge.
Atoms and positions in Å:
C: -1.082 0.632 -1.509  -0.155
C: -0.162 0.725 0.906  -0.351
C: 0.013 -0.045 -2.054  -0.009
C: 0.306 0.183 2.249  -0.075
C: 0.595 -1.739 -0.064  -0.031
C: 0.802 -0.272 -0.396  -0.503
O: -2.235 -0.018 -1.318  0.085
O: 0.308 2.024 0.689  -0.079
O: 1.923 0.273 -0.399  -0.061
H: -2.839 0.511 -0.778  0.129
H: 1.222 1.892 0.351  0.088
H: -1.031 1.684 -1.253  0.142
H: -1.255 0.740 0.903  0.106
H: 0.712 0.554 -2.621  0.117
H: -0.200 -1.010 -2.499  0.112
H: 1.389 0.059 2.252  0.084
H: 0.038 0.898 3.029  0.079
H: -0.162 -0.773 2.489  0.072
H: 0.946 -1.971 0.938  0.076
H: -0.460 -2.004 -0.149  0.086
H: 1.172 -2.342 -0.766  0.087

Output
HOMO energy ... -7.91 eV
2S+1 ... 1
Total charge ... 0
LUMO energy ... 0.0 eV
Gap between HOMO and LUMO ... 7.9 eV


Quick one: least stable of them? arrangement two


Arrangement one

This record from the Open Molecules 2025 dataset describes 2 unconnected molecules or ions with the total composition C3H8OS2. The level of theory is the ωB97M-V functional and the def2-TZVPD basis.

Each line ends with the Löwdin charge.
Atoms and positions in Å:
C: 0.286 -1.330 -0.315  -0.281
C: 1.228 -0.091 -0.204  -0.620
S: 1.369 0.418 1.460  0.507
S: -0.600 0.147 1.812  0.494
C: -0.630 -1.414 0.956  -0.579
H: 0.779 -2.310 -0.462  0.107
H: -0.319 -1.119 -1.218  0.102
H: 2.239 -0.352 -0.571  0.079
H: 0.844 0.735 -0.832  0.063
H: -1.715 -1.495 0.756  0.064
H: -0.352 -2.239 1.640  0.074
O: -0.900 3.179 -0.669  -0.094
H: -0.785 3.509 -1.589  0.047
H: -1.443 2.364 -0.764  0.035

Output
HOMO energy ... -8.12 eV
SMILES string ... C1CSSC1.O
2S+1 ... 1
Total charge ... 0
LUMO energy ... 0.6 eV
Gap between HOMO and LUMO ... 8.8 eV


Arrangement two

This record from the Open Molecules 2025 dataset describes a single C3H8OS2 molecule. The level of theory is the ωB97M-V functional and the def2-TZVPD basis.

Each line ends with the Löwdin charge.
Atoms and positions in Å:
O: 0.273 -2.176 -1.844  -0.064
C: 0.141 -1.509 -0.603  -0.287
C: -0.061 -0.012 -0.769  -0.275
C: 0.228 0.747 0.517  -0.579
S: -0.369 2.467 0.434  0.419
S: -1.465 2.684 2.204  0.304
H: 1.209 -2.191 -2.097  0.093
H: 0.894 -1.707 0.161  0.118
H: -0.785 -1.946 -0.212  0.123
H: -1.061 0.287 -1.116  0.105
H: 0.526 0.328 -1.633  0.115
H: 1.292 0.793 0.731  0.071
H: -0.272 0.243 1.342  0.062
H: -0.550 1.992 2.886  -0.206

Output
HOMO energy ... -8.44 eV
SMILES string ... OCCCSS
2S+1 ... 1
Total charge ... 0
LUMO energy ... 0.5 eV
Gap between HOMO and LUMO ... 8.9 eV


Quick one: least stable of them? arrangement two


Arrangement one

This record from the Open Molecules 2025 dataset describes a single C4H10FP molecule. The level of theory is the ωB97M-V functional and the def2-TZVPD basis.

Each line ends with the Löwdin charge.
Atoms and positions in Å:
C: -0.785 1.673 0.286  -0.133
C: -0.909 0.159 -0.029  -0.454
C: -1.813 -0.564 1.003  -0.196
P: 0.580 -0.780 -0.319  0.906
C: 2.526 -0.514 -0.801  -0.172
F: 0.340 -0.541 -1.970  -0.373
H: -0.288 1.683 1.289  0.084
H: -0.171 2.180 -0.393  0.041
H: -1.757 2.063 0.356  0.052
H: -1.733 -1.653 0.980  0.043
H: -2.834 -0.337 0.678  0.067
H: -1.706 -0.145 2.057  0.085
H: 0.119 -2.156 -0.384  0.024
H: 3.222 -0.950 -0.134  0.003
H: 2.672 0.593 -0.798  0.040
H: 2.539 -0.712 -1.821  -0.015

Output
HOMO energy (spin up / spin down) ... -7.45 / -7.45 eV
SMILES string ... CC(C)=[P@H](C)F
2S+1 ... 1
Total charge ... 0
LUMO energy (spin up / spin down) ... 0.2 / 0.2 eV
Gap between HOMO and LUMO (spin up / spin down) ... 7.6 / 7.6 eV


Arrangement two

This record from the Open Molecules 2025 dataset describes a molecular structure, C4H10FP. The level of theory is the ωB97M-V functional and the def2-TZVPD basis.

Each line ends with the Löwdin charge.
Atoms and positions in Å:
C: 1.042 -0.696 -1.423  -0.102
C: 0.500 -0.904 0.942  -0.130
C: -2.008 0.964 0.165  -0.333
C: 0.598 -0.021 -0.179  -0.687
F: 2.053 0.795 0.271  -0.277
P: -0.316 1.524 -0.232  0.916
H: 1.396 0.102 -2.181  0.113
H: 1.967 -1.193 -1.332  0.060
H: 0.392 -1.534 -1.757  0.102
H: 1.391 -1.329 1.206  0.049
H: -0.342 -1.699 0.698  0.141
H: 0.216 -0.253 1.893  0.118
H: -1.924 0.089 0.943  0.073
H: -2.491 0.664 -0.696  -0.002
H: -2.554 1.712 0.542  -0.024
H: 0.080 1.779 1.140  -0.016

Output
HOMO energy ... -9.29 eV
2S+1 ... 1
Total charge ... 0
LUMO energy ... 0.8 eV
Gap between HOMO and LUMO ... 10.1 eV


Quick one: least stable of them? arrangement one


Arrangement one

This record from the Open Molecules 2025 dataset describes 3 unconnected molecules or ions with the total composition C4H13NO2. The level of theory is the ωB97M-V functional and the def2-TZVPD basis.

Each line ends with the Löwdin charge.
Atoms and positions in Å:
C: 0.759 1.763 0.590  0.009
C: -0.193 0.833 0.889  -0.417
C: -1.540 1.092 1.449  -0.068
N: 0.095 -0.579 0.638  -0.066
C: -0.218 -1.490 1.843  -0.060
H: 0.878 2.573 1.311  0.055
H: 1.190 1.696 -0.415  0.055
H: -2.270 0.435 0.985  0.088
H: -1.608 0.948 2.530  0.075
H: -1.879 2.110 1.238  0.082
H: 1.094 -0.409 0.702  0.081
H: 0.617 -2.162 2.025  0.078
H: -0.552 -0.932 2.725  0.062
H: -1.136 -1.921 1.405  0.080
O: 2.258 0.349 -3.837  -0.058
H: 1.485 0.910 -3.947  0.033
H: 2.295 -0.189 -3.052  0.019
O: -0.375 -1.990 -2.206  -0.072
H: -0.496 -1.189 -1.708  -0.015
H: -0.406 -1.848 -3.166  0.038

Output
HOMO energy ... -8.01 eV
SMILES string ... C=C(C)NC.O.O
2S+1 ... 1
Total charge ... 0
LUMO energy ... 0.6 eV
Gap between HOMO and LUMO ... 8.6 eV


Arrangement two

This record from the Open Molecules 2025 dataset describes 2 unconnected molecules or ions with the total composition C4H13NO2. The level of theory is the ωB97M-V functional and the def2-TZVPD basis.

Each line ends with the Löwdin charge.
Atoms and positions in Å:
C: 0.946 1.414 -0.459  -0.052
C: 1.442 0.054 0.030  -0.433
N: 2.292 -0.527 -1.003  0.041
C: 0.315 -0.885 0.469  -0.418
C: -0.553 -0.366 1.615  -0.052
O: -0.513 -1.233 -0.638  -0.065
H: 0.299 1.186 -1.310  0.076
H: 0.346 1.908 0.291  0.065
H: 1.787 2.009 -0.792  0.075
H: 1.978 0.178 0.981  0.138
H: 2.648 -1.413 -0.698  0.061
H: 1.644 -0.832 -1.731  0.073
H: 0.726 -1.842 0.803  0.138
H: -1.257 -1.160 1.871  0.083
H: -0.010 -0.200 2.549  0.081
H: -1.070 0.549 1.338  0.062
H: -1.290 -0.649 -0.754  0.050
O: -2.946 0.467 -0.679  -0.047
H: -3.818 0.038 -0.725  0.066
H: -2.968 1.307 -1.158  0.059

Output
HOMO energy ... -9.02 eV
SMILES string ... C[C@H](N)[C@@H](C)O.O
2S+1 ... 1
Total charge ... 0
LUMO energy ... 0.4 eV
Gap between HOMO and LUMO ... 9.4 eV


Quick one: least stable of them? arrangement one


Arrangement one

This record from the Open Molecules 2025 dataset describes 2 unconnected molecules or ions with the total composition CH3NO4. The level of theory is the ωB97M-V functional and the def2-TZVPD basis.

Each line ends with the Löwdin charge.
Atoms and positions in Å:
O: -3.022 1.477 -0.176  0.152
N: -2.921 0.343 -0.063  -0.505
O: -3.715 -0.518 0.024  0.147
O: -1.575 -0.106 -0.088  0.036
H: -0.783 0.502 0.112  0.158
C: 3.016 -0.445 -0.019  -0.143
O: 2.251 0.479 -0.013  -0.020
H: 4.142 -0.324 0.370  0.120
H: 2.606 -1.408 -0.148  0.056

Output
HOMO energy ... -10.66 eV
SMILES string ... O=[N+]([O-])O.C=O
2S+1 ... 1
Total charge ... 0
LUMO energy ... 0.5 eV
Gap between HOMO and LUMO ... 11.2 eV


Arrangement two

This record from the Open Molecules 2025 dataset describes a molecular structure, CH3NO4. The level of theory is the ωB97M-V functional and the def2-TZVPD basis.

Each line ends with the Löwdin charge.
Atoms and positions in Å:
C: 0.638 0.710 0.932  -0.128
N: -0.924 -1.100 -1.070  -0.311
O: -1.109 -1.427 0.023  0.179
O: -0.977 -1.494 -2.133  0.199
O: -0.247 1.097 -0.059  -0.213
O: -0.068 0.474 -1.211  -0.055
H: 0.200 -0.074 1.654  0.091
H: 1.025 1.690 1.482  0.129
H: 1.462 0.124 0.383  0.110

Output
HOMO energy (spin up / spin down) ... -9.81 / -9.81 eV
2S+1 ... 1
Total charge ... 0
LUMO energy (spin up / spin down) ... -0.2 / -0.2 eV
Gap between HOMO and LUMO (spin up / spin down) ... 9.7 / 9.7 eV


Quick one: least stable of them? arrangement two


Arrangement one

This record from the Open Molecules 2025 dataset describes 2 unconnected molecules or ions with the total composition C6H11NO2S. The level of theory is the ωB97M-V functional and the def2-TZVPD basis.

Each line ends with the Löwdin charge.
Atoms and positions in Å:
C: 3.641 2.207 -0.202  -0.077
C: 3.039 2.507 -1.180  -0.024
C: -0.537 -0.529 0.886  -0.485
C: -2.221 0.697 -0.524  -0.035
C: -1.591 -1.776 -1.020  -0.072
C: -1.783 -0.742 0.021  -0.354
N: 0.578 -0.714 0.281  -0.177
O: -0.769 -0.146 2.126  0.093
O: 2.083 -0.724 2.335  -0.570
S: 1.982 -0.174 0.968  0.838
H: 4.216 2.025 0.695  0.034
H: 0.088 -0.325 2.662  0.138
H: 2.488 2.614 -2.123  0.041
H: -3.258 0.624 -0.996  0.097
H: -1.601 0.945 -1.350  0.057
H: -2.276 1.413 0.293  0.073
H: -1.461 -2.596 -0.466  0.038
H: -0.688 -1.393 -1.506  0.081
H: -2.386 -1.908 -1.809  0.112
H: -2.530 -0.989 0.805  0.141
H: 2.985 -1.014 0.102  0.053

Output
HOMO energy ... -9.01 eV
2S+1 ... 1
Total charge ... 0
LUMO energy ... 0.6 eV
Gap between HOMO and LUMO ... 9.6 eV


Arrangement two

This record from the Open Molecules 2025 dataset describes a single C6H11NO2S molecule. The level of theory is the ωB97M-V functional and the def2-TZVPD basis.

Each line ends with the Löwdin charge.
Atoms and positions in Å:
C: -2.965 1.700 -0.199  -0.027
C: -2.234 0.749 -0.856  -0.231
S: -2.217 -0.752 0.199  0.709
O: -2.984 -0.525 1.422  -0.357
O: -2.490 -1.929 -0.685  -0.364
C: -0.387 -0.874 0.637  -0.222
C: 0.765 -1.029 -0.417  -0.165
N: 2.077 -0.734 0.421  -0.084
C: 3.179 -0.237 -0.281  -0.265
C: 2.540 0.719 0.673  -0.074
H: -3.280 2.779 -0.414  0.081
H: -3.214 1.259 1.008  0.133
H: -2.012 0.869 -1.865  0.057
H: -0.445 -1.623 1.377  0.067
H: -0.026 0.052 1.185  0.116
H: 0.845 -1.908 -1.230  0.163
H: 0.417 -0.271 -1.107  0.072
H: 3.040 0.305 -1.224  0.090
H: 4.188 -0.821 -0.504  0.144
H: 2.162 1.507 0.208  0.051
H: 3.039 0.763 1.652  0.108

Output
HOMO energy ... -10.03 eV
SMILES string ... C=CS(=O)(=O)CCN1CC1
2S+1 ... 1
Total charge ... 0
LUMO energy ... 0.6 eV
Gap between HOMO and LUMO ... 10.7 eV


Quick one: least stable of them? arrangement two